C25H25N6O8PdS3 as an isolated structure, computed with ωB97M-V with the def2-TZVPD basis set.

Summary:
net charge = -1
energy relative to the best compared isomer or geometry (same formula, charge and spin) = 1.1 kcal/mol
lowest unoccupied orbital energy = 1.37 eV
HOMO level = -5.6 eV
E_tot = -3220.7433 Ha
max |F| = 0.945 eV/Å
HOMO-LUMO gap = 6.93 eV

```
68
Properties=species:S:1:pos:R:3:nbo_charge:R:1
Pd 0.92858 -0.11070 -0.07671 0.8480
C 6.84807 -0.65992 -3.28926 -0.6277
C 5.50585 -0.01316 -3.07760 -0.0083
C 5.15008 0.50006 -1.83213 -0.2164
C 3.90351 1.06160 -1.61844 -0.1871
C 2.99593 1.12188 -2.66728 -0.2761
C 3.33800 0.64043 -3.92158 -0.2099
C 4.58734 0.07096 -4.11786 -0.2110
S 1.37049 1.78164 -2.39900 2.3157
O 0.91193 2.25589 -3.67724 -0.9550
O 1.49338 2.74261 -1.31375 -1.0083
N 0.40710 0.58895 -1.88439 -0.8951
C 0.38072 -0.58193 -2.77929 -0.3764
C 1.31414 -1.68309 -2.28693 0.7846
O 1.40041 -2.75968 -2.85530 -0.6813
O 1.99634 -1.38231 -1.21734 -0.7779
H 7.58543 -0.28114 -2.58174 0.2141
H 7.21796 -0.48155 -4.29904 0.2160
H 6.78046 -1.74154 -3.15136 0.2193
H 5.86330 0.46250 -1.01632 0.2064
H 3.63522 1.44282 -0.64220 0.2469
H 2.63571 0.72908 -4.73958 0.2369
H 4.85307 -0.30745 -5.09805 0.2084
H 0.66250 -0.32235 -3.80225 0.2309
H -0.63241 -0.98398 -2.82937 0.2315
N 3.39696 -2.72098 0.80605 -0.7729
C 2.07114 -2.59500 1.00261 0.4039
S 1.50866 -1.31929 2.00679 -0.2458
N 1.29962 -3.44899 0.33322 -0.5815
C -0.11730 -3.52522 0.23143 0.2089
C -0.98998 -3.19759 1.25968 -0.2609
C -2.35854 -3.30846 1.05319 -0.1970
C -2.86114 -3.75090 -0.16014 -0.2169
C -1.98078 -4.09602 -1.17690 -0.1888
C -0.61460 -3.98551 -0.98426 -0.2662
H 3.92643 -1.94332 1.16626 0.4158
H 3.69128 -3.03158 -0.11052 0.4028
H 1.76752 -3.91856 -0.43353 0.4134
H -0.61158 -2.88160 2.21836 0.2386
H -3.03279 -3.04707 1.85880 0.2274
H -3.92942 -3.82832 -0.31056 0.2191
H -2.35539 -4.43793 -2.13270 0.2150
H 0.07053 -4.20658 -1.79492 0.2479
O 2.45684 2.11389 1.35810 -0.9656
H 2.05713 2.54637 0.58645 0.4982
H 1.80770 2.19927 2.06255 0.4715
O -5.65331 0.48422 5.62446 -1.0059
S -6.66234 1.45456 5.25026 2.3956
O -7.05017 2.37300 6.30016 -0.9985
O -7.75568 0.92412 4.45361 -1.0053
C -5.82233 2.51760 4.02930 0.1509
N -6.38425 3.69699 3.73963 -0.4082
C -5.77941 4.42483 2.81612 0.0747
C -4.62392 4.01787 2.16381 -0.3002
C -4.12381 2.78201 2.53443 0.1864
N -4.72174 2.04037 3.46057 -0.4386
C -2.89679 2.17831 1.94071 0.0015
C -2.14183 2.78759 0.94692 -0.2356
C -1.02425 2.15303 0.43966 0.0458
N -0.61374 0.95542 0.87916 -0.4620
C -1.34260 0.36481 1.83995 0.0273
C -2.47047 0.93305 2.38853 -0.1747
H -6.23503 5.38189 2.57974 0.1863
H -4.16018 4.64263 1.41441 0.2097
H -2.40666 3.75354 0.54142 0.2222
H -0.43103 2.60785 -0.33688 0.2456
H -1.00397 -0.60426 2.16744 0.2202
H -3.03189 0.42439 3.16064 0.2679
```